# 1
C20H19ClIN4ORuSSbSe4 as an isolated structure at a distorted geometry, computed with ωB97M-V with the def2-TZVPD basis set.

```
53
Properties=species:S:1:pos:R:3:forces:R:3
Ru 0.2697 0.1539 0.5207 1.2 0.2 0.1
S -2.2954 1.3917 3.9257 0.0 0.0 0.0
C -3.1865 0.2077 3.0602 0.0 0.0 0.0
C -2.4904 -0.3200 2.0184 0.0 0.1 0.0
C -1.1756 0.2312 1.8766 -0.2 -0.3 0.4
C -0.9558 1.1728 2.8594 0.0 0.0 0.0
C 0.3170 1.8274 2.9305 0.0 0.0 0.1
C 0.6942 2.8074 3.8553 0.0 0.0 0.0
C 1.9845 3.2837 3.8411 0.0 0.0 0.0
C 2.8909 2.7676 2.9163 0.0 0.0 0.0
C 2.4468 1.8191 2.0211 0.0 0.0 -0.1
N 1.1884 1.3706 2.0032 -0.1 0.3 -0.1
H -4.1870 -0.0423 3.3775 0.0 0.0 0.0
H -2.8978 -1.0865 1.3764 0.0 0.0 0.0
H -0.0340 3.1702 4.5683 0.0 0.0 0.0
H 2.2936 4.0440 4.5473 0.0 0.0 0.0
H 3.9195 3.0967 2.8838 0.0 0.0 0.0
H 3.1087 1.3845 1.2839 0.0 0.0 0.0
Cl 2.2885 5.2763 -3.9481 0.0 0.0 0.0
C 1.4284 4.2732 -2.8025 0.0 -0.1 0.0
C 0.1748 4.6343 -2.4009 -0.1 0.0 0.0
C -0.5469 3.8389 -1.4991 0.0 0.0 0.1
I -2.4692 4.3886 -0.9203 0.0 0.0 0.0
C -0.0157 2.6739 -0.9538 0.3 0.0 0.0
O -0.6105 1.9400 -0.0935 -0.6 -0.2 -0.1
C 1.3029 2.3034 -1.3997 -0.1 0.1 -0.1
N 1.7464 1.1059 -0.9387 0.1 0.0 0.0
C 2.8898 0.6432 -1.3830 0.1 0.0 -0.1
C 3.6901 1.3538 -2.2989 -0.1 0.1 0.0
C 3.2674 2.5647 -2.7628 0.1 0.0 0.0
C 2.0235 3.0759 -2.3312 0.0 0.0 0.1
H -0.2693 5.5415 -2.7878 0.0 0.0 0.0
H 3.1865 -0.3316 -1.0187 0.0 0.1 -0.1
H 4.6218 0.9207 -2.6351 0.0 0.0 0.0
H 3.8535 3.1257 -3.4788 0.0 0.0 0.0
Se 2.1504 -2.6854 -2.9500 0.0 0.0 -0.1
Sb 1.2112 -3.0889 -0.6971 0.0 0.1 -0.1
Se -0.9353 -1.7820 -0.5333 -0.3 0.2 -0.2
Se 2.1249 -1.4296 0.9640 -0.3 -0.5 0.5
Se 0.9651 -5.4000 -0.1428 0.1 0.0 0.0
N -1.0223 -2.2484 -3.7303 0.2 0.0 0.0
C -1.2515 -1.0264 -4.5576 0.0 0.0 0.0
C -1.0968 0.2163 -3.6871 0.0 -0.1 -0.1
N 0.2608 0.4139 -3.2259 -0.2 0.2 -0.4
H -1.5835 -3.0452 -4.0138 0.1 0.0 0.0
H -1.2043 -2.0504 -2.7050 0.0 0.0 0.0
H 0.0028 -2.5299 -3.7138 0.0 0.0 0.1
H -2.2418 -1.0881 -5.0088 0.0 0.0 0.1
H -0.4985 -1.0222 -5.3466 -0.1 0.0 -0.1
H -1.7716 0.1360 -2.8264 0.0 -0.1 0.0
H -1.4350 1.0778 -4.2663 0.1 0.0 0.0
H 0.7417 1.1272 -3.7570 0.0 -0.1 -0.1
H 0.8249 -0.4339 -3.2127 0.0 0.0 0.2
```
Forces are in eV/Å.

Properties
Energy relative to the best compared isomer or geometry (same formula, charge and spin): 57.7 kJ/mol
Charge: -1
Multiplicity: 2
⟨S²⟩: 0.758
E_HOMO (spin up / spin down): -0.167 / -0.167 Ha
LUMO level (spin up / spin down): 2.080 / 2.031 eV

Here are the natural (NBO) charges for atoms 1 to 6, given in e: atom 1 (Ru): 0.567, atom 2 (S): 0.379, atom 3 (C): -0.400, atom 4 (C): -0.265, atom 5 (C): -0.043, atom 6 (C): -0.334



# 2
C20H19Co2N2O6 as an isolated structure at a distorted geometry, computed with ωB97M-V with the def2-TZVPD basis set.

```
49
Properties=species:S:1:pos:R:3:forces:R:3
O 2.5535 0.6854 3.1072 -0.9 0.2 -0.2
C 1.5737 0.6679 2.4866 1.3 -0.8 -0.5
Co 0.1117 0.7007 1.5665 -1.0 0.5 -0.5
C -0.7771 -0.5984 2.4443 -0.4 -1.2 1.4
O -1.2024 -1.5560 2.9314 0.5 1.2 -0.5
C -0.1249 2.4323 1.3699 -0.8 2.1 1.0
O -0.2089 3.5933 1.3566 0.4 -1.0 -0.3
C 0.6396 0.3852 -0.2418 2.6 -1.5 0.9
C 1.8371 1.0165 -0.7753 0.2 -0.3 -0.6
C 1.8697 2.4000 -1.0456 0.4 -0.3 -0.2
C 3.0633 2.9978 -1.4492 -0.1 -0.3 -0.1
C 4.2159 2.2225 -1.6370 0.0 -0.1 0.2
C 4.1770 0.8404 -1.4050 -0.3 0.2 0.0
C 2.9893 0.2354 -0.9914 0.1 0.5 -0.1
C 0.1922 -0.9606 -0.0797 4.6 -1.3 0.9
C 0.5493 -2.1138 0.5233 0.1 -0.3 -1.6
Co -1.0787 0.0879 -0.6408 -4.4 1.1 -1.3
C -1.8433 1.6800 -0.6905 -1.5 1.9 -0.4
O -2.4495 2.6637 -0.7574 1.1 -1.4 0.2
C -2.2787 -0.9676 0.0719 -2.6 -1.1 0.9
O -3.0991 -1.6893 0.4535 1.5 0.9 -0.5
C -1.3096 -0.5010 -2.2909 0.1 -0.3 -1.9
O -1.5024 -0.9440 -3.3408 0.2 0.5 1.5
H 0.9524 2.9872 -0.9497 0.4 -0.2 0.0
H 3.0786 4.0737 -1.6340 0.1 -0.3 0.0
H 5.1482 2.6961 -1.9538 -0.3 -0.1 0.1
H 5.0681 0.2229 -1.5417 -0.2 0.3 0.0
H 2.9332 -0.8461 -0.8420 0.0 0.4 0.1
H -0.0963 -2.9878 0.4180 0.2 0.1 0.5
H 1.5418 -2.2032 0.9802 -0.3 -0.1 -0.2
N 0.0728 1.8655 4.4800 0.2 0.4 1.0
C -1.0961 2.1527 5.3136 -0.1 0.1 0.0
C -2.2612 2.4362 4.3897 -0.3 0.2 -0.4
C -3.6678 2.4068 4.9970 0.2 -0.3 -0.1
C -4.5588 2.0057 3.8001 -0.1 0.3 0.0
C -3.6174 1.3753 2.7606 0.1 0.0 -0.5
N -2.3162 1.4039 3.3764 0.1 0.3 0.8
H 0.4447 2.7453 4.1218 0.1 -0.3 0.0
H 0.8002 1.4163 5.0336 -0.1 0.2 -0.2
H -1.3359 1.2736 5.9244 0.1 0.1 -0.1
H -0.9530 3.0289 5.9656 0.0 -0.2 0.2
H -2.0740 3.4364 3.9352 -0.2 -0.1 0.1
H -3.7157 1.6221 5.7618 0.1 0.1 0.0
H -3.9478 3.3604 5.4528 -0.1 -0.1 0.0
H -5.3362 1.3011 4.0954 -0.1 0.2 0.0
H -5.0092 2.8996 3.3602 -0.2 -0.1 0.1
H -3.8839 0.3428 2.5006 -0.1 0.1 0.1
H -3.6243 1.9397 1.8140 -0.2 0.0 0.1
H -1.5327 1.5046 2.7358 -0.5 -0.3 0.2
```
Forces are in eV/Å.

Properties
Charge: -1
E_HOMO: -0.111 Ha
LUMO level: 3.053 eV

Here are the natural (NBO) charges for atoms 1 to 6, given in e: atom 1 (O): -0.581, atom 2 (C): 0.597, atom 3 (Co): -0.056, atom 4 (C): 0.556, atom 5 (O): -0.577, atom 6 (C): 0.448



# 3
One molecule with the formula C20H19F3N2O4 at a distorted geometry, computed with ωB97M-V with the def2-TZVPD basis set.

```
48
Properties=species:S:1:pos:R:3:forces:R:3
O 5.0855 -0.6144 -2.4176 0.9 -0.5 -0.6
O 1.5459 2.2746 -3.1050 0.3 -1.2 1.1
F -5.4710 3.1028 -1.6042 1.4 -0.4 1.5
F -5.2986 3.0069 0.6035 0.5 -0.5 -1.1
F -5.3820 1.1887 -0.6420 0.6 0.7 0.5
O 0.2020 0.1816 2.7549 0.2 0.3 0.7
O -3.4515 2.4813 -0.7028 -3.4 0.4 -0.4
C 3.9173 -0.2967 -2.3869 2.0 0.3 1.1
C 2.1033 1.4123 -2.4313 0.0 1.9 -1.0
C -0.5549 -3.5484 0.7324 -0.5 -0.1 -0.1
C 0.8258 -3.4813 0.8137 0.7 0.2 -0.5
C -1.2490 -2.7723 -0.2132 2.0 0.5 -0.3
C -3.0880 1.0482 1.2921 1.1 0.2 -0.2
C -2.1229 0.4921 2.1962 -1.3 0.9 -1.7
C -1.2850 2.1199 0.1228 -0.2 0.5 -0.3
C 1.5948 -2.6758 -0.0697 -1.8 -0.3 0.6
C -0.5112 -1.9350 -1.0685 0.3 -0.6 0.4
C -2.6573 1.8835 0.2456 0.5 -1.3 1.8
C -0.7923 0.7695 2.0171 0.9 -0.5 0.2
C -0.3332 1.5996 0.9785 -1.3 0.3 -0.1
C 0.9144 -1.9031 -1.0178 -1.1 -0.3 0.7
N 1.6850 0.7105 -0.0210 1.0 -0.3 -0.6
N 3.0120 -1.1925 -1.9350 -0.6 0.5 -0.5
C -0.1221 -0.4997 3.9792 0.0 0.7 -0.1
C -4.8859 2.4471 -0.5560 0.8 0.0 -0.9
C 3.6200 1.1715 -2.6376 -2.5 -0.8 0.1
C 1.1096 1.8582 0.6988 0.4 0.0 0.3
C 1.3242 0.5165 -1.4548 -0.3 0.2 0.8
C 1.6016 -0.9324 -1.9276 -0.3 -0.3 0.1
H -1.1285 -4.2264 1.3800 0.4 0.4 -0.2
H 1.3798 -4.0733 1.5454 -0.3 0.1 -0.1
H -2.3043 -2.8270 -0.2905 -0.8 0.0 0.0
H -4.1286 0.7802 1.3802 0.0 0.0 0.2
H -2.4679 -0.1977 2.9305 -0.1 -0.3 0.5
H -0.9512 2.7738 -0.6745 -0.1 0.0 -0.1
H 2.6591 -2.6590 0.0959 0.2 0.2 -0.3
H -1.0259 -1.3025 -1.8062 0.2 -0.3 0.3
H 1.4888 -0.1339 0.5194 0.1 0.2 -0.3
H 3.3396 -2.1432 -1.8055 0.1 0.4 -0.2
H -0.9041 0.0392 4.5647 0.6 -0.3 -0.4
H 0.8049 -0.5898 4.5715 -0.4 0.2 -0.4
H -0.4458 -1.4898 3.7156 -0.4 -0.6 0.1
H 3.8824 1.4271 -3.6705 -0.1 0.0 0.3
H 4.1783 1.7961 -1.9428 0.1 -0.2 0.1
H 1.6489 2.0347 1.6695 -0.2 -0.3 -1.0
H 1.2173 2.7650 0.0844 0.0 -0.3 0.2
H 0.2446 0.7000 -1.5725 0.2 0.1 -0.4
H 1.1761 -1.0869 -2.9384 0.0 0.4 0.3
```
Forces are in eV/Å.

Properties
SMILES: COc1ccc(OC(F)(F)F)cc1CN[C@H]1C(=O)CC(=O)N[C@H]1c1ccccc1
Energy relative to the best compared isomer or geometry (same formula, charge and spin): 0.0 kJ/mol
E_HOMO: -0.315 Ha
LUMO level: 0.506 eV

Here are the natural (NBO) charges for atoms 1 to 6, given in e: atom 1 (O): -0.613, atom 2 (O): -0.528, atom 3 (F): -0.308, atom 4 (F): -0.309, atom 5 (F): -0.321, atom 6 (O): -0.519